Below is a molecular structure, C12H26Br2N4O4PRuS at a distorted geometry, with properties calculated with wB97M-V/def2-TZVPD.

Each line ends with the Löwdin charge.
Atoms and positions in Å:
Ru 0.7832 -1.9154 -0.6754  1.02
C -2.2986 -3.1509 3.2931  0.03
C -1.8818 -3.8655 2.0673  -0.27
N -2.3055 -5.0170 1.6469  0.18
N -1.6452 -5.2474 0.4750  0.10
C -0.8230 -4.2678 0.1596  -0.62
S 0.2536 -4.0221 -1.1934  0.70
N -0.9449 -3.3885 1.1598  -0.05
N -0.2411 -2.1741 1.1263  0.02
H -3.1014 -3.7119 3.7642  0.11
H -2.6584 -2.1487 3.0537  0.10
H -1.4702 -3.0706 3.9989  0.10
H -1.8330 -6.0940 -0.0460  0.19
H -0.9060 -1.3259 1.1798  0.07
H 0.3903 -2.1309 1.9280  0.15
Br 2.8071 -3.6420 -3.5506  0.63
C 2.6415 -1.8654 -4.2502  -0.98
Br 2.5122 -0.5433 -2.8317  0.72
H 1.7442 -1.7952 -4.8504  0.02
H 3.5374 -1.6358 -4.8134  0.02
C 2.4756 2.1354 -0.2862  -0.02
C 2.1868 1.0913 0.7716  -0.56
C 3.3425 0.1337 0.9672  -0.03
C 1.7198 1.7098 2.0730  0.00
O 1.0484 0.1666 0.3298  -0.30
P -0.4600 0.4951 -0.1841  0.32
O -1.4176 0.1592 0.8984  -0.23
O -0.4460 -0.6437 -1.3165  -0.41
O -0.5083 1.8493 -0.8701  -0.14
C -1.6738 2.8704 -0.9367  -0.53
C -1.8275 3.4435 0.4528  -0.01
C -1.1676 3.8771 -1.9413  -0.01
C -2.8923 2.1173 -1.4191  -0.02
H 3.4214 2.6143 -0.0321  0.12
H 1.7069 2.9021 -0.3227  0.08
H 2.5803 1.7009 -1.2789  0.04
H 4.2148 0.6810 1.3224  0.11
H 3.6201 -0.3500 0.0281  0.06
H 3.1006 -0.6229 1.7161  0.09
H 2.5048 2.3590 2.4616  0.11
H 1.5063 0.9463 2.8209  0.10
H 0.8274 2.3187 1.9206  0.09
H -0.9051 3.9245 0.7798  0.09
H -2.1225 2.6779 1.1695  0.09
H -2.6080 4.2045 0.4301  0.11
H -0.2533 4.3547 -1.5910  0.09
H -1.9248 4.6500 -2.0739  0.11
H -0.9850 3.4066 -2.9062  0.10
H -3.2103 1.3669 -0.6948  0.09
H -2.7028 1.6472 -2.3841  0.10
H -3.7113 2.8257 -1.5453  0.11

Computed properties:
**Electronic energy**: -189794.32355 eV
**2S+1**: 2
**HOMO-LUMO gap (alpha / beta)**: 0.2920 / 0.2713 Ha
**Charge**: +2
**Energy relative to the best compared isomer or geometry (same formula, charge and spin)**: 0.0 kJ/mol

=====

Below is a molecular structure, H20O10Xe, with properties calculated with wB97M-V/def2-TZVPD.

Each line ends with the Löwdin charge.
Atoms and positions in Å:
Xe 0.1150 0.4123 0.8889  0.34
O -1.3805 -0.3525 -2.7452  -0.05
H -2.0818 -0.5770 -3.3568  0.07
H -1.4611 -0.9959 -2.0411  -0.02
O -4.1769 0.6853 0.4445  -0.05
H -3.5397 0.0591 0.7880  -0.02
H -4.7001 0.9372 1.2055  0.05
O -2.5127 1.7371 -1.5388  -0.09
H -3.1584 1.5783 -0.8504  -0.02
H -2.0836 0.8908 -1.6653  -0.05
O -1.6816 -2.4940 -1.0553  -0.04
H -2.2373 -3.1176 -1.5229  0.08
H -0.9107 -3.0020 -0.8027  0.07
O 3.2519 2.1335 3.7311  -0.06
H 2.8295 1.3043 3.5068  -0.01
H 4.0728 1.8784 4.1522  0.03
O 2.3987 -1.2096 3.4364  -0.07
H 1.9027 -1.6276 4.1403  0.04
H 2.5336 -1.9047 2.7922  0.03
O -2.7866 -1.5760 1.3171  -0.09
H -2.0296 -1.7719 0.7651  -0.05
H -2.4645 -1.6809 2.2123  0.05
O 3.6794 0.1087 -0.0579  -0.07
H 3.9072 -0.5557 0.5925  0.04
H 3.7910 0.9415 0.4006  0.05
O 0.1615 2.4780 -2.5574  -0.08
H -0.5879 1.9113 -2.3743  -0.04
H 0.9243 1.9103 -2.4467  -0.03
O 2.3814 0.5829 -2.5946  -0.05
H 2.6721 0.4912 -1.6872  -0.02
H 3.1721 0.8255 -3.0765  0.05

Computed properties:
**Electronic energy**: -29762.07352 eV
**HOMO-LUMO gap**: 0.3277 Ha
**Energy relative to the best compared isomer or geometry (same formula, charge and spin)**: 86.1 kJ/mol

=====

Below is a molecular structure, C37H34BN15PrS3 at a distorted geometry, with properties calculated with wB97M-V/def2-TZVPD.

Each line ends with the Löwdin charge.
Atoms and positions in Å:
Pr 0.6239 -0.4632 -0.3777  1.21
C -1.8338 -3.8624 -0.4123  0.00
C -2.1300 -2.7404 0.5195  -0.38
C -2.9335 -2.8403 1.6577  -0.01
C -2.8963 -1.5901 2.2249  -0.05
N -2.1284 -0.7959 1.4583  0.01
N -1.6298 -1.5002 0.4088  -0.01
B -1.8732 0.6946 1.7853  -0.68
N -1.8181 1.5577 0.5002  0.04
C -2.4407 2.7336 0.3041  -0.01
C -2.0714 3.2228 -0.9287  0.03
C -1.1923 2.2672 -1.4462  -0.32
C -0.4587 2.2873 -2.7429  -0.01
N -1.0465 1.2663 -0.5729  -0.05
N -0.5199 0.7979 2.5102  0.04
C -0.2484 1.2424 3.7468  0.00
C 1.1140 1.1744 3.9438  0.03
C 1.6309 0.6611 2.7502  -0.36
C 3.0532 0.4359 2.3693  -0.01
N 0.6310 0.4230 1.8907  -0.07
N -3.0666 1.1585 2.6009  -0.05
C -4.3445 1.0688 2.1201  -0.10
C -5.2004 1.4282 3.1205  0.00
C -4.3589 1.7479 4.2162  -0.33
C -4.7519 2.1924 5.5652  -0.03
N -3.0873 1.5689 3.8622  0.10
H -2.5105 -4.6840 -0.1947  0.10
H -0.8160 -4.2252 -0.2650  0.07
H -1.9698 -3.5584 -1.4465  0.08
H -3.4530 -3.7041 2.0149  0.12
H -3.3534 -1.2471 3.1294  0.14
H -3.1105 3.1596 1.0230  0.14
H -2.3832 4.1361 -1.3858  0.12
H -1.1517 2.4404 -3.5707  0.10
H 0.0863 1.3456 -2.8887  0.05
H 0.2470 3.1199 -2.7423  0.10
H -1.0433 1.5700 4.3908  0.11
H 1.6629 1.4555 4.8169  0.12
H 3.4922 -0.3251 3.0158  0.06
H 3.6223 1.3565 2.4958  0.10
H 3.1130 0.1273 1.3148  0.06
H -4.5372 0.7413 1.1188  0.13
H -6.2698 1.4633 3.0863  0.11
H -5.8318 2.2800 5.6414  0.08
H -4.2874 3.1495 5.8014  0.08
H -4.3930 1.4781 6.3070  0.08
N 3.8056 2.7792 -1.8297  0.20
C 3.5139 3.4963 -0.7008  -0.17
C 4.0738 4.6503 -0.1737  0.00
C 3.4946 5.1443 0.9742  -0.06
C 2.3799 4.5245 1.5527  -0.05
C 1.8299 3.3701 1.0364  -0.01
C 2.4300 2.8179 -0.0947  -0.20
N 2.1279 1.6884 -0.8361  0.09
C 2.9582 1.7230 -1.8710  -0.26
C 2.9510 0.7805 -2.9629  -0.31
C 3.6396 0.9051 -4.1457  -0.30
S 3.3232 -0.4240 -5.1683  1.13
C 2.2949 -1.0588 -3.9546  -0.42
N 2.1807 -0.3483 -2.8734  0.01
H 4.5253 2.9993 -2.4995  0.17
H 4.9026 5.1450 -0.6550  0.12
H 3.8896 6.0409 1.4232  0.12
H 1.9340 4.9746 2.4250  0.11
H 0.9576 2.9195 1.4808  0.10
H 4.2834 1.6974 -4.4715  0.08
H 1.7775 -1.9806 -4.1251  0.07
N 0.7078 -4.2334 -2.9171  0.21
C -0.2447 -3.6563 -3.7281  -0.19
C -0.8755 -4.0666 -4.8945  0.01
C -1.7945 -3.1935 -5.4419  -0.05
C -2.0908 -1.9588 -4.8520  -0.05
C -1.4489 -1.5328 -3.7094  0.01
C -0.5041 -2.3919 -3.1525  -0.26
N 0.2877 -2.2330 -2.0377  -0.01
C 0.9931 -3.3481 -1.9255  -0.29
C 1.9527 -3.5697 -0.8657  -0.31
C 2.5578 -4.7600 -0.5484  -0.29
S 3.5969 -4.5773 0.7925  1.14
C 3.1765 -2.9206 0.8463  -0.45
N 2.3149 -2.5216 -0.0475  -0.05
H 1.0818 -5.1635 -3.0097  0.18
H -0.6637 -5.0186 -5.3539  0.12
H -2.3047 -3.4710 -6.3498  0.12
H -2.8439 -1.3325 -5.3035  0.12
H -1.6556 -0.5806 -3.2429  0.11
H 2.4343 -5.7132 -1.0215  0.09
H 3.5894 -2.2823 1.6056  0.07
S 0.2253 -2.7139 2.4941  0.97
C 1.5561 -2.4838 3.4047  -0.75
N 2.5432 -2.3374 3.9909  0.16

Computed properties:
**Electronic energy**: -108517.84817 eV
**2S+1**: 4
**HOMO-LUMO gap (alpha / beta)**: 0.2750 / 0.1741 Ha
**Charge**: +2